Entry 1:
17
Properties=species:S:1:pos:R:3 method="wB97M-V/def2-TZVPD" total_charge=-1 homo_lumo_gap_ev=5.55 relative_energy_kj_mol=266.67 homo_ev=-1.53 e_lumo_ev=4.02
C -1.968 -0.327 -0.964
N 0.647 -0.627 -0.820
C 0.609 -0.248 2.049
C -0.558 -0.036 -0.415
H -0.871 1.914 0.537
O 2.734 -1.439 -0.595
H 0.632 1.826 -0.033
H 0.683 -1.272 -1.631
H -2.614 0.460 -0.599
C 1.699 -0.654 1.461
C 1.798 -0.935 -0.011
H -0.633 2.152 -1.195
H -2.254 -1.162 -0.303
O -0.104 0.149 2.922
H -2.007 -0.507 -2.105
C -0.371 1.517 -0.298
H 2.578 -0.810 2.000

Entry 2:
51
Properties=species:S:1:pos:R:3 method="wB97M-V/def2-TZVPD" homo_lumo_gap_ev=8.69 relative_energy_kj_mol=0.00 homo_ev=-8.21 e_lumo_ev=0.47
H 1.411 2.296 -3.067
C -2.949 0.461 -1.857
H 4.002 1.680 0.981
O -0.202 2.695 -0.447
C -0.657 3.404 -1.334
H 0.393 -2.425 3.985
N -3.702 -2.282 0.590
O -3.211 0.549 -0.637
O 2.757 -2.461 -0.694
N -2.261 -4.065 0.515
H 0.334 -2.289 2.198
H 2.026 2.021 3.694
O -1.864 0.015 -2.324
Pb -0.575 -0.033 -0.016
H 3.566 -2.916 -0.412
C 2.130 0.541 -2.593
O 1.114 0.701 1.696
H -3.397 0.707 -3.572
H -1.571 3.406 -3.164
H -2.337 -0.429 4.538
H -1.323 -1.704 5.175
H -0.316 5.213 -0.452
H -1.144 1.839 -2.611
H 3.004 2.118 -3.580
N -1.033 2.846 -2.524
H -1.019 5.293 -2.050
O 0.876 -2.100 0.528
C -1.079 -1.285 3.237
O 1.235 0.337 -1.784
N 2.128 1.657 -3.391
O -3.894 0.872 -2.753
H 2.862 0.872 -0.079
C 2.114 1.397 1.730
H 3.310 2.660 2.771
N -0.669 4.765 -1.274
C 2.002 -2.649 0.453
O -1.449 -0.672 2.234
H 3.061 -1.195 -2.294
N 3.184 -0.284 -2.727
H -3.908 -1.319 0.362
N 2.412 2.211 2.788
H -2.660 -4.527 1.311
O 2.531 -3.352 1.329
C -2.560 -2.806 0.104
N -1.812 -1.278 4.404
H -1.309 -4.326 0.311
N -0.093 -2.227 3.129
H 3.618 -0.310 -3.636
H -4.410 -2.867 0.989
O -1.736 -2.160 -0.533
N 3.069 1.402 0.751

Entry 3:
19
Properties=species:S:1:pos:R:3 method="wB97M-V/def2-TZVPD" total_charge=+1 homo_lumo_gap_ev="8.62 / 4.92" s2=0.757 relative_energy_kj_mol=216.15 homo_ev="-13.39 / -13.39" e_lumo_ev="-4.77 / -8.47" multiplicity=2
C -1.132 -0.386 0.927
H 1.229 0.585 2.257
H -0.934 0.085 3.086
H 2.798 0.407 0.028
H -2.394 -3.169 -5.794
H -1.016 -1.473 1.127
H -2.280 -0.342 2.808
C 0.134 0.123 0.387
H 0.055 0.212 -0.693
O -1.540 -3.540 -6.030
C 1.113 0.687 1.189
C 2.314 1.229 0.569
H -1.979 -0.519 0.250
C -1.570 0.271 2.232
C 2.700 2.483 0.366
H 3.572 2.694 -0.205
H -1.267 -3.949 -5.200
H 2.052 3.310 0.636
H -1.856 1.293 2.063

Entry 4:
9
Properties=species:S:1:pos:R:3 method="wB97M-V/def2-TZVPD" homo_lumo_gap_ev=10.76 relative_energy_kj_mol=194.56 homo_ev=-9.78 e_lumo_ev=0.98
N 1.336 -0.374 0.022
H -0.925 -1.277 -0.158
H 1.134 -0.964 0.822
N -1.652 -0.565 -0.050
H 1.331 -0.967 -0.813
C -0.967 0.462 -0.011
N 0.388 0.644 -0.205
H -1.368 1.518 0.174
H 0.722 1.523 0.218

Entry 5:
12
Properties=species:S:1:pos:R:3 method="wB97M-V/def2-TZVPD" homo_lumo_gap_ev=8.31 relative_energy_kj_mol=457.68 smiles="O=CO/C(=N/S)NS" homo_ev=-8.81 e_lumo_ev=-0.50
N 0.876 -0.477 -0.474
O 0.293 1.564 0.053
H -0.913 -1.497 2.962
H 1.462 -2.738 -0.737
H -0.269 3.138 -1.181
O -2.113 1.442 -1.117
S 0.514 -1.870 -1.339
N -0.491 -0.154 1.468
C 0.161 0.256 0.429
C -0.704 2.038 -0.770
H 1.542 0.135 -1.087
S -0.358 -1.837 1.792

Entry 6:
74
Properties=species:S:1:pos:R:3 method="wB97M-V/def2-TZVPD" total_charge=+2 homo_lumo_gap_ev="3.48 / 3.43" s2=2.006 homo_ev="-12.92 / -12.92" e_lumo_ev="-9.45 / -9.50" multiplicity=3
H 8.055 -2.262 -5.214
H -6.983 -0.768 -5.295
H 4.356 -5.233 -3.219
H 3.103 -5.979 7.447
P 0.662 -4.659 5.437
H -6.351 -0.990 -6.974
O 1.261 -5.762 6.433
C -1.794 -3.968 4.914
P -2.873 7.474 2.144
C -6.188 -1.185 -5.914
O 6.465 -3.661 -3.097
C -3.669 4.931 1.571
H -3.680 -2.555 -1.663
C 7.549 -2.848 -5.981
H 4.959 4.861 6.362
C 5.104 -0.777 -2.721
C -2.048 0.353 -5.082
H 5.658 0.134 -2.495
H -1.379 1.185 -5.300
H -4.518 8.860 -0.359
H -3.527 10.062 -0.058
Ag 3.000 0.989 5.520
H -3.642 8.660 5.302
O 2.143 1.773 1.869
H 7.472 -2.155 -6.819
H 3.845 -5.126 -4.891
O -1.563 6.933 2.592
H 2.705 -4.637 3.835
H 1.821 -3.741 2.926
H -4.682 9.584 1.266
H 3.237 -5.429 5.732
H 5.300 -1.412 -1.857
C 3.735 -4.663 -3.910
C -3.136 -1.851 -2.292
H 8.247 -3.643 -6.245
O -3.086 0.546 -4.239
O 5.438 -1.345 -3.931
H -2.626 -3.582 5.503
O -3.937 6.295 1.746
H -6.051 -2.260 -5.798
H -2.959 -0.988 -1.649
P 5.653 -2.960 -4.117
H -4.141 4.567 0.658
O -5.454 0.241 -3.347
C 2.683 -6.042 6.443
H -2.602 4.712 1.585
O 4.113 -3.321 -4.038
H 2.062 -5.494 2.363
O 4.694 4.425 5.529
H -5.023 7.724 4.730
O -2.892 8.334 0.718
O -3.856 -1.795 -3.507
O -0.907 -4.688 5.800
H -2.231 -4.676 4.209
H -2.217 -2.403 -2.491
Ag 3.247 5.496 2.197
H 2.721 -4.746 -3.520
C -3.978 9.246 0.506
H -1.369 -0.338 -4.582
H 1.672 1.408 1.095
H -4.126 4.368 2.384
H -1.393 -3.030 4.530
H 2.742 -7.108 6.225
O 6.242 -3.306 -5.602
C 1.851 -4.802 3.178
H -2.351 -0.035 -6.055
H -3.496 6.973 4.830
O -3.722 8.329 3.222
O 1.289 -3.286 5.573
P -4.434 -0.375 -4.205
O -4.937 -0.613 -5.720
O 0.678 -5.277 3.870
C -3.964 7.922 4.567
H 4.031 -0.610 -2.626

Entry 7:
117
Properties=species:S:1:pos:R:3 method="wB97M-V/def2-TZVPD" total_charge=-2 homo_lumo_gap_ev="4.81 / 4.80" relative_energy_kj_mol=259.77 homo_ev="-1.78 / -1.77" e_lumo_ev="3.03 / 3.03"
H 2.461 2.615 6.627
C 1.195 -2.778 -4.686
H -2.504 6.147 -3.249
C 4.363 3.516 5.960
C 2.153 -4.227 1.112
H -0.884 -1.344 -1.908
C 0.619 -4.108 2.729
H -2.938 3.709 -1.017
C -2.322 -0.601 1.052
C -1.159 3.500 -4.365
H -2.799 -2.089 2.551
C -6.001 2.739 -0.087
H -4.996 4.657 -0.459
C 1.604 -1.064 -3.131
C 0.745 3.535 -6.402
H -4.593 5.438 -4.775
C -0.759 -6.176 1.874
C 4.167 0.511 3.141
C 0.323 -1.966 -5.434
C -1.304 4.530 -5.346
H 1.486 3.525 -7.205
H 2.104 -0.657 -2.273
C 5.249 3.701 4.879
C 0.723 -0.211 -3.809
C 5.053 -2.774 -1.703
C 1.291 -5.424 0.919
C -2.385 -1.839 1.602
N -0.211 -3.806 3.801
H -4.567 -0.291 -0.357
C -0.974 -6.959 0.768
H -6.843 6.196 -3.640
C -5.837 6.457 -3.330
H 1.889 -6.258 -1.011
N 1.525 0.236 5.481
H -2.139 5.195 -5.235
C -1.369 -1.505 -0.948
C -3.530 1.645 -0.775
C 4.843 -2.206 -0.438
H -3.290 0.446 -2.714
H 5.765 2.987 2.958
C -1.877 -0.407 -0.222
C -3.557 6.303 -3.005
H -1.418 -6.139 2.675
C 0.089 -0.656 -4.985
S -5.571 7.186 -1.801
C 0.069 -7.152 -0.185
C 6.466 -0.792 -2.181
C 1.201 -6.251 -0.143
C -0.329 4.528 -6.313
C 2.673 0.445 4.654
Cs 0.889 -0.570 1.550
H -2.659 -3.403 5.424
H 4.729 -3.781 -1.835
H -1.895 -7.474 0.775
Te -2.644 7.763 -0.348
C 5.161 2.789 3.844
C -0.083 2.543 -4.360
H 7.046 -0.083 -2.793
C 0.811 -0.729 5.243
P 0.187 1.384 -2.953
H -0.518 0.011 -5.587
C -2.642 -0.361 7.060
C -1.021 -2.083 5.402
C -0.584 -0.965 5.947
C 4.372 1.655 3.958
H -3.127 0.362 7.614
H -0.261 5.332 -7.044
H -2.654 0.301 1.604
H 1.751 2.006 -5.402
C -2.413 0.496 -3.301
C 5.367 -0.964 -0.045
C -3.756 3.010 -0.771
C 0.884 2.667 -5.372
H -1.037 -3.633 -0.932
H -6.969 3.132 0.108
H -1.856 3.355 -3.569
C -3.935 6.917 -1.808
H -0.793 0.690 7.112
H 6.140 -2.186 -3.592
C 4.714 -0.703 1.255
N 3.136 -0.189 3.598
N 3.798 -1.726 1.542
C -4.563 0.797 -0.338
H -4.120 -1.883 6.829
C -4.630 6.033 -3.847
C 5.942 -2.004 -2.596
C 1.815 -2.371 -3.503
H -1.844 -3.883 1.318
C -5.834 1.367 -0.117
H -2.251 -0.565 -3.537
N 4.945 0.326 2.106
H -0.181 -7.730 -1.066
C -1.879 -2.923 0.874
H -2.481 1.137 -4.215
C 0.407 -5.420 1.943
H -6.678 0.718 0.125
C -3.075 -1.562 6.610
C 6.246 -0.255 -0.882
C -4.937 3.604 -0.397
C 3.918 -2.668 0.580
C -2.285 -2.497 5.852
H 6.046 4.442 4.805
C -1.421 -2.779 -0.436
N -1.397 1.010 -2.457
H -0.137 -2.336 -6.350
C -0.058 -2.585 4.489
H 6.658 0.656 -0.482
H 1.274 -3.826 -4.992
H 4.453 4.288 6.673
P -1.708 1.301 -0.801
C 3.416 1.603 5.003
C 3.313 2.574 6.013
N 1.003 -1.789 4.368
H 2.400 -2.955 -2.848
N 1.703 -3.513 2.207
N 3.224 -3.786 0.435
C -1.325 -0.155 6.656

Entry 8:
20
Properties=species:S:1:pos:R:3 method="wB97M-V/def2-TZVPD" homo_lumo_gap_ev=9.59 relative_energy_kj_mol=348.67 smiles="CC1(C)CC1=C=N.N=C=O" homo_ev=-8.85 e_lumo_ev=0.74
H 3.317 -0.269 0.306
H 0.882 -0.875 -1.994
H 0.075 -2.029 -0.754
H 2.866 0.818 -1.038
H -3.712 1.045 -0.707
C 0.039 0.542 0.450
H 1.773 -2.167 -0.979
C 0.593 -0.418 1.421
H -1.630 3.248 -0.317
C -3.403 -0.745 0.172
N -3.839 0.129 -0.510
C 2.587 0.478 -0.039
O -3.128 -1.681 0.830
C -0.815 1.410 0.074
H -0.088 -1.319 1.527
C 1.215 -0.246 0.006
H 1.329 -0.062 2.167
H 2.655 1.330 0.590
N -1.752 2.194 -0.209
C 1.035 -1.381 -0.996

Entry 9:
132
Properties=species:S:1:pos:R:3 method="wB97M-V/def2-TZVPD" total_charge=+2 homo_lumo_gap_ev="9.04 / 6.66" s2=0.756 homo_ev="-13.82 / -13.82" e_lumo_ev="-4.78 / -7.15" multiplicity=2
C 3.412 -1.482 -6.402
O 3.716 -0.853 1.975
C 2.977 -1.120 5.172
H -1.611 -1.670 -3.126
H 4.159 0.704 5.765
H 0.038 2.902 -2.572
H -1.558 -1.099 2.689
O -0.105 -4.507 0.405
H -1.765 -2.714 -0.661
S 1.216 -3.847 0.325
O 1.599 -0.577 -5.252
Cl -5.660 -4.933 3.411
H 0.673 -0.322 3.073
Ca 2.529 -0.549 -0.657
H 2.824 -4.738 3.365
H 4.383 -1.204 -6.810
O 1.451 -2.633 -0.402
O 1.370 -3.066 -4.733
Cl 0.565 -3.353 5.181
Cl 1.223 4.767 4.661
O 4.627 2.851 2.310
H -0.445 3.796 5.988
C -2.643 -1.464 0.803
H 5.075 5.687 -0.144
H -0.359 -0.699 -3.205
C -4.978 -3.270 -1.592
H -5.593 -2.383 0.407
Cl -5.273 -0.453 -3.731
O -7.169 -3.287 -0.672
C 2.312 -4.821 2.406
O 3.486 1.607 0.403
O 5.586 -2.298 2.846
C 0.195 3.377 5.212
N -0.255 -0.152 -0.336
C 0.616 4.781 -0.074
C -1.342 -1.213 1.626
H 0.146 1.777 -4.518
C -2.188 0.664 -1.642
O -5.737 -4.323 -2.247
Cl -2.151 -4.309 4.564
H 1.444 0.834 1.966
C -1.186 1.291 1.686
H -6.093 -1.627 -1.130
H 7.002 4.042 -0.943
C 5.055 4.656 -0.497
H 4.105 -5.035 1.257
S 4.426 -1.443 3.120
C 6.294 3.977 -0.117
O 0.996 5.597 -1.194
H -4.487 -2.911 3.692
H -2.274 1.498 -0.946
C 4.295 -0.333 5.461
O 1.783 -3.606 1.874
H 0.147 5.422 2.025
C 2.485 -0.278 -6.289
H -1.843 1.117 -2.571
O 0.717 6.957 0.695
C 3.078 -5.397 1.214
O 4.824 -0.171 4.153
C 0.861 2.597 -4.587
C 0.695 3.445 -3.251
H 1.280 -1.007 1.714
H 6.679 4.405 0.809
O 2.128 -1.595 -2.897
H -5.210 -0.034 -6.084
O 3.020 1.106 -2.528
O -6.676 -5.763 -0.407
H -0.273 -2.271 -2.189
H 1.782 5.527 1.628
C -5.944 -2.572 -0.607
S 1.453 7.109 -0.774
O 2.365 -4.982 0.029
H -2.204 1.317 1.299
C -0.476 0.029 1.178
C -5.360 -0.893 -5.429
C -0.805 -1.360 -2.461
H 5.041 -0.789 6.112
H -0.443 4.564 -0.212
Cl 1.192 1.979 5.856
H -6.301 -1.399 -5.644
H -0.742 2.241 1.389
H 2.950 -2.362 -6.851
H -3.902 2.454 -0.131
H 1.901 -0.053 -7.181
O 5.804 2.673 -0.034
H -3.095 -2.298 1.340
Cl -6.627 -2.205 3.172
H 3.173 0.535 -6.056
O 2.920 7.079 -0.694
C 0.796 5.639 1.176
H 0.382 4.463 -3.482
H -3.391 -0.684 0.949
H -0.395 3.057 4.353
C 0.830 -0.065 2.025
O 4.376 2.948 -3.486
C -1.180 -3.034 5.438
C -2.240 -1.733 -0.662
H -5.520 3.182 0.364
O 0.594 0.899 -0.902
C -5.493 -3.254 3.933
O 3.951 4.077 0.238
H 3.021 -6.477 1.077
H -4.193 -3.623 -0.924
S -7.019 -4.753 -1.415
H 1.495 -5.501 2.651
H -3.256 -1.761 -1.058
O -8.128 -4.988 -2.330
Cl -5.835 1.318 -0.929
Cl -4.807 1.514 1.800
C -1.353 -0.582 -1.254
H 2.705 -1.539 6.141
H 0.806 3.229 -5.474
H -1.518 -2.035 5.160
H -5.579 -3.184 5.017
H 4.945 4.710 -1.580
O 3.290 -2.084 4.198
S 2.057 -1.869 -4.317
O 2.247 2.178 -4.618
H -1.487 -3.225 6.466
S 3.067 2.395 -3.240
H -4.487 -2.719 -2.394
O 0.834 8.096 -1.680
Cl -4.097 -2.039 -5.738
H 1.265 3.905 -0.082
H 2.214 -0.366 4.982
H -0.637 -2.043 1.594
H -1.308 1.350 2.767
O 3.530 -1.833 -5.078
C -4.921 2.284 0.216
O 1.962 3.512 -2.701
S 4.381 2.657 0.878
H -3.205 0.331 -1.851

Entry 10:
15
Properties=species:S:1:pos:R:3 method="wB97M-V/def2-TZVPD" total_charge=+1 homo_lumo_gap_ev=10.80 relative_energy_kj_mol=6.66 homo_ev=-14.96 e_lumo_ev=-4.16
C -5.407 5.798 17.450
C -4.630 3.741 13.280
F -4.397 6.670 17.387
K -3.573 1.005 18.437
H -5.686 3.854 13.053
H -5.065 2.576 15.056
H -3.412 3.225 15.019
C -4.449 3.424 14.747
H -4.118 4.670 13.030
H -4.190 2.948 12.680
C -4.948 4.463 16.809
O -4.671 3.506 17.493
F -5.730 5.590 18.720
F -6.457 6.298 16.810
O -4.882 4.575 15.516

Entry 11:
32
Properties=species:S:1:pos:R:3 method="wB97M-V/def2-TZVPD" total_charge=+2 homo_lumo_gap_ev=10.68 homo_ev=-17.45 e_lumo_ev=-6.77
H 1.951 6.382 -10.322
O 5.545 10.569 -12.412
C 8.329 8.482 -10.667
H 7.813 7.537 -10.836
O 5.453 7.412 -12.379
H 8.149 9.858 -9.671
H 4.351 6.991 -14.027
H 8.743 8.960 -11.555
H 7.239 12.509 -14.201
C 2.256 8.217 -7.567
H 2.861 4.698 -10.093
H 2.625 10.165 -7.768
H 6.216 7.358 -12.960
H 1.376 7.997 -8.172
H 9.096 8.193 -9.948
N 5.963 11.200 -13.418
C 2.711 5.752 -9.859
O 3.952 6.442 -9.868
H 7.283 12.763 -12.561
H 3.402 6.944 -12.473
H 4.395 5.659 -12.981
H 2.520 5.741 -8.786
O 3.022 9.324 -8.009
H 2.920 7.354 -7.517
Ba 4.647 9.094 -10.340
C 7.226 11.939 -13.272
C 4.355 6.748 -12.965
H 1.936 8.260 -6.526
O 7.429 9.354 -10.057
O 5.381 11.218 -14.505
H 7.956 11.167 -13.028
H 4.609 5.747 -9.945